Below is a cluster of 10 separate species, C48H123N7O20 in total at a distorted geometry, with properties calculated with wB97M-V/def2-TZVPD.

Each line ends with the Mulliken charge.
Atoms and positions in Å:
C (-0.9155, -0.4884, -0.9743)  -0.452
C (-0.1492, 0.3468, -0.0010)  1.601
O (-0.8753, 0.8019, 1.1166)  -0.163
O (-1.2273, -1.7553, -0.4914)  0.270
H (-0.2712, -0.6517, -1.8412)  0.104
H (-1.8991, -0.0939, -1.2327)  -0.288
H (0.1621, 1.3269, -0.3673)  -0.524
H (0.7171, -0.1347, 0.4572)  -0.787
H (-1.6833, 0.2947, 1.2384)  -0.108
H (-0.4126, -2.2557, -0.3806)  -0.316
C (-0.2696, -6.6374, -0.3757)  -0.379
C (-1.3686, -5.8052, 0.3815)  -0.648
O (-1.2762, -4.4370, 0.0475)  0.217
O (-0.6877, -6.6404, -1.7296)  -0.591
H (-0.3550, -7.6311, 0.0672)  0.425
H (0.7580, -6.3518, -0.1460)  0.125
H (-1.4701, -6.0057, 1.4504)  0.299
H (-2.3489, -6.1672, 0.0625)  0.386
H (-2.1817, -4.1396, -0.0820)  0.020
H (-0.9914, -5.7362, -1.8569)  0.352
C (-3.9054, -2.5850, 1.3718)  -0.109
C (-4.5905, -3.7611, 0.7002)  -0.590
O (-4.1482, -3.9653, -0.6129)  -0.465
O (-4.0582, -1.3954, 0.5885)  -0.416
H (-2.8723, -2.8139, 1.6416)  -0.130
H (-4.3661, -2.3028, 2.3191)  0.509
H (-5.6375, -3.4519, 0.7085)  0.414
H (-4.4269, -4.6681, 1.2852)  0.380
H (-4.5996, -4.7382, -0.9609)  0.269
H (-3.4168, -1.5727, -0.1085)  0.145
C (1.3334, -3.3303, -2.6336)  -0.797
O (1.7379, -2.4550, -1.5552)  0.196
C (3.0898, -2.2304, -1.3402)  -1.015
C (3.2759, -1.6898, 0.1359)  0.293
N (3.2472, -2.8467, 1.0537)  -0.493
C (1.8580, -3.1326, 1.3854)  0.921
C (1.6319, -4.1598, 2.5280)  -0.971
O (0.2227, -4.1531, 2.7880)  0.230
C (-0.0637, -4.6868, 4.0746)  -0.920
H (1.8539, -4.2730, -2.8085)  0.443
H (1.3868, -2.7690, -3.5681)  0.339
H (0.2927, -3.5951, -2.4472)  -0.099
H (3.5352, -1.5042, -2.0268)  0.442
H (3.7574, -3.0743, -1.5243)  0.453
H (2.5878, -0.9070, 0.4562)  -0.477
H (4.3156, -1.3692, 0.2152)  0.534
H (3.8748, -2.6528, 1.8213)  0.360
H (1.3865, -3.6236, 0.5328)  -0.676
H (1.2270, -2.2494, 1.5100)  -0.100
H (2.2060, -3.8613, 3.4092)  0.424
H (2.1871, -5.0443, 2.2075)  0.306
H (0.3555, -5.6936, 4.1354)  0.288
H (-1.1450, -4.7647, 4.1753)  0.317
H (0.4723, -4.1207, 4.8383)  0.114
C (-3.8105, 1.5771, -3.1148)  -0.365
O (-3.6742, 1.7812, -1.6705)  -0.007
C (-4.8731, 2.2447, -1.0632)  -1.151
C (-4.7913, 2.0985, 0.4765)  0.443
N (-6.0050, 2.5950, 1.1278)  -0.444
C (-5.7478, 2.7721, 2.5707)  -0.167
C (-7.0570, 2.7494, 3.3874)  -0.858
O (-7.6269, 1.4758, 3.3621)  -0.249
C (-8.9457, 1.3672, 3.9152)  -0.774
H (-3.3948, 2.4420, -3.6329)  0.345
H (-4.7411, 1.2535, -3.5817)  0.466
H (-3.1273, 0.7654, -3.3668)  -0.282
H (-5.7253, 1.7332, -1.5191)  0.426
H (-5.1459, 3.2383, -1.4277)  0.340
H (-3.9873, 2.7735, 0.7728)  -0.178
H (-4.5488, 1.0665, 0.7360)  0.227
H (-6.7987, 1.9692, 1.0938)  0.292
H (-5.2697, 3.7395, 2.7337)  0.227
H (-5.0286, 2.0186, 2.8998)  0.274
H (-7.6777, 3.4676, 2.8462)  0.369
H (-6.8873, 3.0068, 4.4343)  0.448
H (-9.0465, 1.6411, 4.9665)  0.292
H (-9.1227, 0.2965, 3.8197)  0.212
H (-9.6466, 1.9575, 3.3234)  0.328
C (-3.4349, -6.2483, -8.4583)  -0.733
O (-2.1995, -5.6678, -8.7967)  -0.350
C (-1.1913, -5.5377, -7.7996)  -0.335
C (-0.0122, -4.7013, -8.3676)  -0.902
N (-0.5040, -3.5046, -9.0902)  -0.489
C (-1.2312, -2.5831, -8.1821)  -0.690
C (-0.5742, -2.3227, -6.8473)  -0.092
O (-1.7017, -1.7762, -6.1503)  -0.529
C (-1.4724, -1.3400, -4.7768)  -0.287
H (-4.0607, -6.2231, -9.3510)  0.238
H (-3.8762, -5.6471, -7.6617)  0.310
H (-3.4221, -7.3210, -8.2557)  0.285
H (-0.8454, -6.4839, -7.3803)  0.488
H (-1.7331, -4.9706, -7.0384)  0.253
H (0.4326, -5.2965, -9.1670)  0.453
H (0.7289, -4.6827, -7.5692)  0.346
H (-1.1406, -3.7764, -9.8253)  0.302
H (-2.1960, -3.0399, -7.9548)  0.366
H (-1.3435, -1.7103, -8.8245)  0.345
H (0.1336, -1.5194, -7.0603)  0.255
H (-0.2973, -3.1135, -6.1503)  0.214
H (-2.1928, -0.5593, -4.5363)  -0.188
H (-0.4995, -0.8741, -4.6126)  0.320
H (-1.6225, -2.1298, -4.0392)  0.325
C (-0.5023, 2.9717, -2.8584)  -0.519
O (0.7859, 2.4600, -3.1059)  -0.031
C (1.7549, 3.4483, -3.5668)  -0.020
C (1.8284, 3.4090, -5.1553)  -0.884
N (3.0471, 4.0442, -5.5914)  0.107
C (3.2242, 4.2691, -7.0025)  -0.781
C (3.4121, 2.9875, -7.7178)  -0.283
O (3.8495, 3.3316, -9.0653)  -0.356
C (4.1353, 2.1619, -9.8744)  -0.666
H (-1.2514, 2.3589, -2.3579)  -0.059
H (-1.0176, 3.1711, -3.8036)  0.233
H (-0.5315, 3.9871, -2.4574)  0.291
H (2.6679, 3.1071, -3.0797)  -0.457
H (1.4629, 4.4532, -3.2599)  0.474
H (0.9529, 3.9900, -5.4583)  0.342
H (1.6622, 2.3816, -5.4794)  0.362
H (3.3381, 4.7372, -4.9191)  0.225
H (4.0625, 4.9561, -7.1065)  0.375
H (2.2964, 4.6036, -7.4757)  0.240
H (2.5489, 2.3226, -7.7881)  0.303
H (4.1001, 2.3625, -7.1417)  0.293
H (4.0440, 2.5834, -10.8745)  0.242
H (3.4783, 1.3305, -9.6183)  0.292
H (5.1605, 1.8179, -9.7289)  0.247
C (1.3115, -0.5511, 11.3578)  -0.628
O (2.6434, -0.9537, 11.0080)  -0.373
C (3.1642, -0.3887, 9.8209)  -0.414
C (3.0503, -1.4533, 8.7427)  -0.448
N (1.6742, -1.8330, 8.3969)  -0.144
C (0.9783, -0.9641, 7.4306)  -0.527
C (1.3977, -1.0648, 5.9205)  0.067
O (0.5830, -0.1275, 5.1596)  0.456
C (-0.6614, -0.6591, 4.7587)  -0.651
H (1.2850, 0.5270, 11.5307)  0.287
H (0.8215, -0.9244, 12.2578)  0.339
H (0.5283, -0.7671, 10.6289)  0.190
H (4.1185, 0.1107, 9.9865)  0.426
H (2.5117, 0.4290, 9.5024)  0.089
H (3.5975, -2.2434, 9.2585)  0.439
H (3.6725, -1.1268, 7.9057)  0.256
H (1.6672, -2.7293, 7.9286)  0.277
H (1.1445, 0.0879, 7.6681)  -0.061
H (-0.1096, -1.0370, 7.4574)  0.323
H (1.2848, -2.1122, 5.6363)  -0.457
H (2.4426, -0.7560, 5.9165)  0.228
H (-1.2574, -0.5849, 5.6704)  0.409
H (-0.6004, -1.6921, 4.4120)  0.129
H (-1.1447, -0.0965, 3.9603)  -0.075
C (0.2171, 4.8595, 1.0188)  -0.318
O (-1.1541, 4.4808, 1.0642)  -0.277
C (-1.6671, 4.4403, 2.4000)  -0.744
C (-0.9840, 3.4730, 3.4078)  -0.362
N (-0.0189, 4.1598, 4.2061)  -0.137
C (0.6002, 3.3085, 5.1609)  -0.650
C (-0.1934, 2.6792, 6.3026)  0.545
O (-0.7174, 3.6395, 7.2188)  -0.489
C (-1.2468, 3.0470, 8.4111)  -0.601
H (0.7692, 4.0628, 1.5227)  -0.090
H (0.5214, 5.7558, 1.5632)  0.471
H (0.5877, 4.9067, -0.0043)  0.129
H (-2.7278, 4.2098, 2.5000)  -0.292
H (-1.6278, 5.4188, 2.8844)  0.454
H (-0.5969, 2.5482, 2.9737)  0.381
H (-1.7846, 3.2280, 4.1087)  0.588
H (0.5677, 4.6962, 3.5836)  0.380
H (1.2189, 4.0644, 5.6535)  0.533
H (1.3855, 2.6424, 4.7969)  -0.198
H (0.4674, 1.9913, 6.8323)  -0.348
H (-1.0824, 2.1208, 6.0002)  0.314
H (-2.0728, 2.4264, 8.0550)  0.283
H (-1.6905, 3.7599, 9.1036)  0.279
H (-0.4430, 2.4248, 8.8075)  0.159
C (5.7742, 2.6161, -4.3261)  -0.649
O (6.3738, 2.7571, -3.0175)  -0.457
C (5.7896, 3.8177, -2.2888)  0.417
C (6.0967, 3.7190, -0.8081)  -1.279
N (5.8496, 2.4288, -0.2653)  -0.368
C (4.3937, 1.9395, -0.1374)  -0.288
C (3.3143, 2.9894, 0.1561)  0.929
O (3.4052, 3.3985, 1.5422)  -0.462
C (3.0649, 2.4359, 2.5666)  -0.440
H (4.7194, 2.3723, -4.2015)  0.158
H (6.1791, 1.7650, -4.8757)  0.407
H (6.0153, 3.4387, -5.0004)  0.313
H (4.7132, 3.8410, -2.4776)  -0.371
H (6.1460, 4.7749, -2.6783)  0.577
H (5.4746, 4.5408, -0.4510)  0.313
H (7.1584, 3.9572, -0.7327)  0.520
H (6.3344, 1.8048, -0.8961)  0.348
H (4.3083, 1.1950, 0.6535)  0.070
H (4.0929, 1.4165, -1.0480)  0.250
H (2.3442, 2.5390, -0.0625)  -0.701
H (3.4356, 3.8334, -0.5222)  0.081
H (3.4362, 2.6113, 3.5776)  0.358
H (3.7099, 1.5541, 2.5146)  0.335
H (2.0068, 2.1758, 2.5467)  0.044

SMILES: COCCNCCOC.COCCNCCOC.COCCNCCOC.COCCNCCOC.COCCNCCOC.COCCNCCOC.COCCNCCOC.OCCO.OCCO.OCCO
HOMO energy: -8.230 eV
Electronic energy: -103134.0484 eV
Energy relative to the best compared isomer or geometry (same formula, charge and spin): 153.91 kcal/mol
Orbital gap: 0.313 hartree
Lowest unoccupied orbital energy: 0.0110 Ha